(1)
Density functional theory data (ωB97M-V/def2-TZVPD) for a structure of composition C6H8N2O at a distorted geometry.

The value obtained for the energy relative to the best compared isomer or geometry (same formula, charge and spin) is 357.5 kJ/mol. Its net charge is 0. Its orbital gap is 9.317 eV. The LUMO energy is 0.802 eV. The calculation puts the largest force on an atom at 5.67 eV/A.

Positions of all 17 atoms, in Å:
C -2.80784 -0.33753 0.59455
C -2.69200 -0.13541 -0.81646
C -0.76310 -0.03587 0.19298
C 1.90883 -0.24275 -1.07300
C 1.21018 -0.19485 0.26737
C 1.83181 0.58845 1.36624
N -1.58444 -0.23650 1.15174
N -1.34737 0.01588 -1.03980
O 1.60946 -1.36076 -0.24027
H -3.71830 -0.39574 1.28976
H -3.42360 0.12702 -1.65093
H 1.36486 -0.25958 -2.05202
H 2.95005 0.07360 -1.11022
H 1.64995 0.24927 2.37220
H 1.65776 1.60193 1.19212
H 2.94533 0.49169 1.33473
H -0.79158 0.05116 -1.77898

Atoms 1-6, force components in eV/Å:
-2.0222 0.9870 -1.4499
-1.7719 0.2309 0.2970
5.2571 -0.5042 -0.7964
-1.4386 0.2825 -0.2064
-4.3508 2.4545 -1.6900
2.0646 -1.9588 0.4530

---

(2)
Density functional theory data (ωB97M-V/def2-TZVPD) for an isolated molecule of C7H14N2 at a distorted geometry.

The value obtained for the energy relative to the best compared isomer or geometry (same formula, charge and spin) is 301.5 kJ/mol. Its net charge is 0. Its orbital gap (spin up / spin down) is 7.902 / 6.022 eV. The LUMO energy (spin up / spin down) is 0.938 / 0.555 eV. The calculation puts the largest force on an atom at 1.03 eV/A.

Positions of all 23 atoms, in Å:
C 0.28041 -1.52778 -0.07295
C -0.63788 0.28794 2.28584
C 2.09096 0.26960 -0.48479
C -1.23331 -1.02750 -2.18143
C -0.01716 0.64078 0.92955
C 1.05203 -0.31130 0.43862
C -0.74793 -0.76040 -0.80257
N 0.40478 2.01161 0.95285
N -1.07378 0.39708 -0.18775
H 0.72715 2.32709 0.04712
H -0.32150 2.63490 1.28349
H -2.03295 0.74411 -0.21983
H 0.86398 -2.17248 -0.73236
H -0.14363 -2.16378 0.71923
H 0.09085 0.47928 3.07083
H -1.52829 0.89510 2.48260
H -0.92830 -0.76093 2.32524
H 2.76386 0.93826 0.05743
H 2.71138 -0.52455 -0.90587
H 1.70193 0.86019 -1.34674
H -2.17881 -0.51652 -2.37983
H -0.50274 -0.62603 -2.89808
H -1.34106 -2.09466 -2.38061

Atoms 1-6, force components in eV/Å:
0.1786 0.0098 0.1334
0.1607 0.0150 -0.0899
0.1409 0.0262 -0.0057
0.1714 0.0145 0.0006
-0.9665 0.1800 -0.3096
-0.3848 -0.0491 -0.4423

---

(3)
Density functional theory data (ωB97M-V/def2-TZVPD) for a cluster of 2 separate species, C9H14 in total at a distorted geometry.

The value obtained for the energy relative to the best compared isomer or geometry (same formula, charge and spin) is 55.3 kJ/mol. Its net charge is 0. Its orbital gap is 9.954 eV. The LUMO energy is 1.040 eV. The calculation puts the largest force on an atom at 1.29 eV/A.

Positions of all 23 atoms, in Å:
C -1.67044 3.21429 -1.50735
C -0.75391 2.13621 -1.00202
C -0.97267 1.52141 0.23349
C 0.02065 0.77969 0.84430
C 1.24255 0.67025 0.18718
C 1.41692 1.16982 -1.08477
C 0.39071 1.85617 -1.73778
H -2.00731 3.06387 -2.53347
H -1.14741 4.17014 -1.46010
H -2.54922 3.31423 -0.86548
H -2.01036 1.52773 0.54064
H -0.16228 0.23096 1.75648
H 2.10202 0.28423 0.72330
H 2.35030 1.05002 -1.62418
H 0.48352 2.06270 -2.79587
C -0.02085 -3.96215 1.12931
C 0.88682 -2.78140 1.49169
H -0.48029 -3.77079 0.15364
H 0.46283 -4.93732 1.03820
H -0.86908 -4.06010 1.79732
H 1.49834 -2.59229 0.63190
H 0.22890 -1.96796 1.75643
H 1.56027 -2.97970 2.32712

Atoms 1-6, force components in eV/Å:
-0.5882 -0.1374 0.1669
0.0446 0.4595 -0.5972
-0.2875 -0.1411 -0.7285
-0.1010 -0.1463 -0.5803
0.5674 0.2865 0.7804
-0.1301 0.1693 -0.8416